A structure of composition C6H12OS. Source: the Open Molecules 2025 dataset; level of theory: ωB97M-V/def2-TZVPD.

F_max: 0.107 hartree/bohr
frontier orbital gap: 9.27 eV
HOMO level: -0.325 Ha
net charge: 0
multiplicity: 1
energy above the lowest of the compared OMol25 structures with the same formula, charge and spin: 166.1 kcal per mole

Positions of all 20 atoms, in Å:
C  1.6395  1.3827  -0.9263
C  0.1016  1.2743  -0.4857
C  -0.6240  0.1897  -0.0202
C  -2.0693  0.3826  0.2850
C  0.0347  -1.0913  0.5298
C  1.3334  -0.9645  1.3416
H  2.1742  1.8120  0.0241
H  2.1999  0.3917  -1.0056
H  1.9914  1.9477  -1.8538
H  -0.3122  2.1816  -0.9412
H  -2.4958  1.3050  -0.1446
H  -2.1242  0.4914  1.3440
H  -3.1332  -0.2821  -1.3386
H  -0.6781  -1.5767  1.1997
H  1.4670  0.3754  1.7928
H  1.1100  -1.7405  2.5107
H  2.5495  -1.4381  0.4936
H  -0.8019  -1.6143  -1.4771
O  -2.7968  -0.7921  -0.3456
S  0.4344  -2.2346  -0.9825

Atomic forces in eV per Å
1.416 -1.235 2.402
1.267 -1.374 -2.255
2.808 2.723 0.018
-0.315 -0.830 -2.180
0.653 -0.104 -1.029
2.075 0.715 2.546
-0.747 -0.230 -1.847
-1.198 0.941 0.035
-1.359 -0.341 1.325
-0.966 -0.416 0.811
0.473 -0.289 0.183
-0.941 -0.772 0.975
1.457 -2.707 4.558
-0.116 -0.179 -0.513
-0.077 -4.520 -1.474
1.347 2.464 -3.853
-3.645 1.584 2.960
2.023 -1.643 0.120
-1.074 4.019 -3.327
-3.082 2.197 0.547



A cluster of 2 separate species, C5H11NO2 in total. Source: the Open Molecules 2025 dataset; level of theory: ωB97M-V/def2-TZVPD.

F_max: 0.098 hartree/bohr
frontier orbital gap: 8.70 eV
HOMO level: -0.303 Ha
net charge: 0
multiplicity: 1
energy above the lowest of the compared OMol25 structures with the same formula, charge and spin: 59.5 kcal per mole
SMILES: C=C(N)CCC=O.O

Positions of all 19 atoms, in Å:
C  -0.7538  2.0643  -0.9979
C  -0.6242  1.0607  -0.1181
N  -1.7121  0.8576  0.7737
C  0.2900  -0.0933  -0.1548
C  1.4224  -0.2437  0.9114
C  0.9309  -1.2109  1.9227
O  0.0425  -0.8544  2.6650
H  -1.6437  2.6999  -0.9242
H  0.0000  2.3654  -1.7077
H  -2.3418  1.6138  0.9492
H  -1.5141  0.3014  1.5900
H  0.9747  0.0286  -1.1087
H  -0.1226  -1.0775  -0.3285
H  1.8180  0.7086  1.2491
H  2.3072  -0.7339  0.4321
H  1.2102  -2.2625  1.7838
O  -0.4269  -1.9788  -2.4852
H  -0.1498  -1.0543  -2.5871
H  0.2930  -2.1909  -1.8648

Atomic forces in eV per Å
0.421 0.271 0.222
-3.072 0.028 0.524
0.897 -0.655 -0.146
4.378 0.354 -2.503
1.395 -0.792 -1.054
-1.521 1.410 0.256
0.372 -0.881 0.545
0.481 -0.133 0.017
0.054 -0.322 -0.178
0.028 0.349 -0.040
0.034 0.054 0.055
-1.519 0.127 1.415
-0.985 0.188 0.334
-0.453 0.122 0.509
-0.655 0.376 0.010
0.209 -0.270 0.392
1.185 0.528 0.505
-0.775 0.069 -0.569
-0.475 -0.824 -0.293



An isolated molecule of C19H19N7O. Source: the Open Molecules 2025 dataset; level of theory: ωB97M-V/def2-TZVPD.

F_max: 0.129 hartree/bohr
frontier orbital gap: 8.61 eV
HOMO level: -0.331 Ha
net charge: 0
multiplicity: 1
energy above the lowest of the compared OMol25 structures with the same formula, charge and spin: 125.6 kcal per mole
SMILES: Cn1cc(CNc2cc(C#N)nc(OC[C@H]3C[C@@H]3c3ccccn3)n2)cn1

Positions of all 46 atoms, in Å:
C  3.5033  -2.4422  6.5147
N  2.4818  -2.3420  5.5036
C  2.1073  -3.3822  4.7067
C  1.3695  -2.8962  3.6922
C  0.8529  -3.6992  2.5444
N  0.3866  -2.8582  1.4096
C  1.1871  -2.0074  0.6228
C  2.5704  -2.1232  0.5881
C  3.3108  -1.0869  -0.1439
C  4.6822  -1.2075  -0.3356
N  5.8374  -1.2653  -0.3309
N  2.5579  -0.2711  -0.9131
C  1.2971  -0.3285  -0.8310
O  0.7159  0.7587  -1.4204
C  -0.6932  0.8620  -1.4145
C  -1.0743  2.0253  -2.4044
C  -0.6003  1.9832  -3.8407
C  -2.1507  1.7854  -3.4737
C  -3.1917  2.8574  -3.6479
C  -2.9014  4.1633  -4.0638
C  -3.9386  5.0302  -4.1938
C  -5.2546  4.6157  -3.9782
C  -5.4648  3.2613  -3.8251
N  -4.4902  2.3724  -3.6036
N  0.5723  -1.2288  -0.1982
C  1.1023  -1.5155  4.0259
N  1.8226  -1.1999  5.1120
H  3.8491  -1.4651  6.7896
H  4.2584  -3.1800  6.2495
H  3.0083  -2.9697  7.4320
H  2.4954  -4.3657  4.7074
H  1.7588  -4.3713  2.2146
H  -0.0042  -4.3578  2.8882
H  -0.5758  -2.7818  1.2876
H  3.1420  -2.7964  1.2164
H  -1.1847  0.0252  -1.9049
H  -1.1081  0.8655  -0.3698
H  -1.2710  2.9249  -1.8812
H  -0.3763  2.9248  -4.3086
H  -0.1065  1.0277  -4.1740
H  -2.6046  0.7741  -3.6898
H  -1.9069  4.5470  -4.0847
H  -3.6979  6.1185  -4.3370
H  -6.1949  5.1857  -4.0688
H  -6.4969  2.8789  -3.6061
H  0.4186  -0.8455  3.5382

Atomic forces in eV per Å
-1.934 -1.604 2.228
-1.361 -0.033 -1.555
1.099 0.912 -0.376
-1.943 1.429 -0.188
0.758 -0.819 -1.005
2.670 -0.121 0.305
-0.222 -3.182 1.468
3.195 2.217 0.192
-5.875 -3.034 -0.267
2.930 0.450 0.410
-1.003 -0.113 -0.231
4.838 0.587 0.379
-2.436 1.166 -0.093
0.015 -1.096 0.178
-1.223 0.341 -1.184
-0.370 -1.999 0.727
-2.070 -0.988 0.987
0.880 -0.484 -0.185
-1.049 -1.476 -1.542
-0.159 -1.123 1.240
-1.118 2.627 0.294
-0.622 -0.143 -1.139
-0.471 -0.902 1.822
1.779 1.090 -0.186
-2.033 1.901 -0.705
1.610 -1.898 0.950
0.394 -0.324 0.179
0.367 0.252 0.033
0.293 0.571 -0.493
0.833 1.277 -1.151
0.617 -0.690 0.638
-1.946 0.887 0.303
0.986 0.696 -0.762
-1.569 0.318 -0.335
-0.249 -0.024 -0.022
0.397 -0.729 0.184
0.385 0.622 -0.971
0.394 1.183 0.012
0.418 -0.050 -0.230
-0.453 1.409 0.352
0.838 1.131 0.654
0.631 -0.051 -0.249
-0.424 -1.177 -0.086
1.046 0.323 0.054
0.961 0.319 -0.676
0.194 0.351 0.038



- Which formula does entry 1 have?
  C6H12OS



- Among the records above, which one has the lowest HOMO level?
  C19H19N7O



- The highest energy above the lowest of the compared OMol25 structures with the same formula, charge and spin belongs to which entry?
  C6H12OS